Record 1
Molecular formula: C43H41N4
Method: DFT, wB97M-V/def2-TZVPD

Spin multiplicity: 1
HOMO energy: -10.4 eV
E_tot: -1881.89715 hartree
Gap between HOMO and LUMO: 6.02 eV
Total charge: +1

Each line ends with the Mulliken charge.
CARTESIAN COORDINATES (ANGSTROEM)
C: 3.91 -0.40 1.75  -0.515
C: 5.41 -0.34 1.76  -1.000
N: 5.86 1.08 1.78  -0.204
C: 5.34 1.77 0.56  -0.891
C: 3.83 1.72 0.54  -0.638
N: 3.29 0.97 1.72  0.194
C: 3.79 1.70 2.96  -0.584
C: 5.29 1.74 2.99  -0.760
H: 3.52 -0.95 0.88  0.482
H: 3.54 -0.89 2.66  0.299
H: 5.80 -0.82 2.67  0.380
H: 5.83 -0.83 0.88  0.287
H: 5.69 2.80 0.61  0.320
H: 5.76 1.28 -0.31  0.320
H: 3.41 2.73 0.60  0.451
H: 3.45 1.23 -0.36  0.409
H: 3.38 2.71 2.92  0.442
H: 3.39 1.16 3.83  0.441
H: 5.69 1.21 3.86  0.288
H: 5.66 2.77 3.00  0.311
C: 1.04 4.18 -6.36  -0.419
C: 1.27 5.11 -5.34  -0.709
C: 0.49 5.10 -4.19  -0.243
C: -0.52 4.14 -4.06  0.098
N: -1.28 4.10 -2.86  0.887
C: -2.56 4.73 -2.87  0.077
C: -3.66 4.00 -3.33  0.014
C: -4.90 4.61 -3.46  -0.751
C: -5.04 5.97 -3.14  -0.403
C: -3.94 6.70 -2.68  -0.694
C: -2.69 6.09 -2.57  -0.253
C: -0.89 3.20 -1.84  0.502
C: -0.55 3.75 -0.59  -0.472
C: 0.03 2.95 0.38  -0.837
C: 0.14 1.54 0.19  1.011
C: 0.63 0.70 1.23  -0.444
C: 0.06 -0.58 1.50  0.816
C: 0.74 -1.54 2.30  -0.708
C: 0.23 -2.80 2.49  -0.651
C: -1.04 -3.14 1.98  1.233
N: -1.48 -4.45 2.10  0.855
C: -2.85 -4.83 1.93  -0.647
C: -3.27 -5.40 0.72  0.163
C: -4.59 -5.86 0.59  -0.744
C: -5.45 -5.81 1.69  -0.389
C: -5.02 -5.25 2.90  -0.752
C: -3.73 -4.76 3.02  0.012
C: -0.53 -5.51 2.21  -0.692
C: -0.28 -6.13 3.45  0.003
C: 0.69 -7.13 3.54  -0.716
C: 1.35 -7.57 2.39  -0.411
C: 1.07 -6.99 1.15  -0.798
C: 0.12 -5.96 1.06  0.112
C: -1.82 -2.14 1.35  -0.957
C: -1.25 -0.92 1.05  -1.166
C: -0.30 1.00 -1.06  -1.007
C: -0.74 1.83 -2.08  -0.510
C: -0.78 3.22 -5.07  0.120
C: 0.02 3.23 -6.22  -0.937
H: 1.66 4.18 -7.26  0.375
H: 2.07 5.85 -5.44  0.374
H: 0.63 5.82 -3.38  0.356
H: -3.50 2.95 -3.60  0.304
H: -5.75 4.03 -3.82  0.368
H: -6.02 6.46 -3.25  0.372
H: -4.05 7.75 -2.41  0.372
H: -1.80 6.65 -2.27  0.315
H: -0.71 4.82 -0.43  0.428
H: 0.33 3.37 1.34  0.460
H: 1.27 1.15 2.00  0.271
H: 1.68 -1.25 2.78  0.381
H: 0.78 -3.54 3.08  0.522
H: -2.56 -5.49 -0.10  0.300
H: -4.92 -6.25 -0.37  0.393
H: -6.47 -6.22 1.60  0.385
H: -5.70 -5.20 3.75  0.390
H: -3.36 -4.35 3.96  0.405
H: -0.84 -5.80 4.32  0.395
H: 0.92 -7.57 4.51  0.395
H: 2.10 -8.37 2.46  0.383
H: 1.58 -7.32 0.24  0.385
H: -0.12 -5.50 0.10  0.393
H: -2.87 -2.34 1.09  0.490
H: -1.83 -0.18 0.50  0.588
H: -0.32 -0.08 -1.19  0.710
H: -1.00 1.42 -3.06  0.241
H: -1.60 2.52 -4.95  0.252
H: -0.16 2.48 -6.99  0.368


Record 2
Molecular formula: C4H13O8
Method: DFT, wB97M-V/def2-TZVPD

Spin multiplicity: 1
HOMO energy: -5.8 eV
E_tot: -762.27435 hartree
Gap between HOMO and LUMO: 8.91 eV
Total charge: -1

Each line ends with the Mulliken charge.
CARTESIAN COORDINATES (ANGSTROEM)
O: 2.69 0.88 -1.28  -0.614
C: 2.13 1.24 -0.29  0.511
O: 1.44 2.41 -0.22  -0.467
C: 2.27 0.61 1.07  -0.435
C: 1.62 -0.77 1.09  -0.627
C: 0.11 -0.70 0.83  0.458
O: -0.59 -1.51 1.47  -0.805
O: -0.27 0.05 -0.12  -0.610
H: 0.99 2.61 -1.05  0.328
H: 3.34 0.52 1.30  0.304
H: 1.80 1.28 1.78  0.272
H: 2.10 -1.48 0.42  0.288
H: 1.77 -1.27 2.05  0.335
H: -0.95 -2.14 -2.13  0.296
H: -2.27 -2.65 -1.63  0.384
O: -1.44 -2.97 -2.04  -0.643
H: -1.88 0.20 -2.44  0.291
H: -1.55 0.92 -1.15  0.470
O: -2.24 0.86 -1.85  -0.694
H: -2.51 -0.96 -0.33  0.320
H: -2.22 -2.10 0.61  0.432
O: -2.94 -1.74 0.05  -0.763
H: -1.53 1.18 1.53  0.333
H: -0.27 2.15 1.51  0.327
O: -1.00 1.80 2.05  -0.692